[1]
# C32H40FeN2O4S2

A molecular structure, C32H40FeN2O4S2 in a non-equilibrium geometry (the ωB97M-V functional and the def2-TZVPD basis, the OMol25 dataset).

Geometry as XYZ:
```
81
C32H40FeN2O4S2, DFT the ωB97M-V functional and the def2-TZVPD basis
Fe -0.146 0.087 0.050
C 2.510 -0.294 2.208
O 1.107 -0.096 2.274
C 0.413 -1.090 2.990
C 0.165 -2.322 2.139
O -0.891 -2.011 1.246
C -1.081 -2.965 0.218
C -1.998 -2.328 -0.810
O -1.343 -1.320 -1.545
C -0.534 -1.800 -2.610
H 2.945 -0.228 3.213
H 2.908 0.492 1.570
H 2.772 -1.254 1.759
H -0.551 -0.650 3.253
H 0.958 -1.362 3.902
H -0.106 -3.179 2.769
H 1.068 -2.561 1.566
H -1.537 -3.879 0.620
H -0.115 -3.212 -0.237
H -2.815 -1.832 -0.283
H -2.400 -3.096 -1.482
H -1.154 -2.352 -3.327
H 0.280 -2.433 -2.250
H -0.095 -0.925 -3.085
C 1.935 2.211 -3.406
C 1.756 1.357 -2.173
N 0.590 1.431 -1.498
N -0.275 2.323 -1.987
C -1.487 2.463 -1.567
S -2.387 1.609 -0.271
S -2.521 3.669 -2.333
C -1.836 3.699 -4.048
C -2.399 2.636 -4.923
C -1.947 1.320 -4.810
C -2.443 0.328 -5.637
C -3.404 0.625 -6.596
C -3.880 1.925 -6.698
C -3.385 2.917 -5.867
C 2.845 0.506 -1.765
C 4.157 0.833 -2.167
C 5.256 0.029 -1.909
C 5.076 -1.168 -1.229
C 3.807 -1.508 -0.784
C 2.674 -0.698 -0.997
O 1.524 -1.097 -0.524
H 1.000 2.226 -3.967
H 2.724 1.822 -4.047
H 2.165 3.252 -3.146
H -0.764 3.587 -3.892
H -2.065 4.699 -4.411
H -1.203 1.084 -4.056
H -2.077 -0.688 -5.541
H -3.779 -0.148 -7.255
H -4.641 2.164 -7.432
H -3.765 3.930 -5.949
H 4.325 1.775 -2.673
H 6.243 0.340 -2.231
H 5.914 -1.829 -1.039
H 3.646 -2.434 -0.239
C -1.423 4.257 1.087
C -0.967 3.015 1.862
C 0.564 3.099 1.980
C -1.315 1.665 1.173
C -1.643 2.973 3.223
C -0.964 2.596 4.383
C -1.624 2.469 5.599
C -2.984 2.716 5.693
C -3.678 3.082 4.545
C -3.019 3.201 3.334
H -0.836 4.364 0.177
H -1.273 5.149 1.701
H -2.470 4.204 0.792
H 0.975 3.175 0.972
H 0.972 2.193 2.426
H 0.882 3.972 2.562
H -1.818 0.988 1.870
H 0.097 2.392 4.340
H -1.070 2.170 6.482
H -3.500 2.617 6.640
H -4.745 3.264 4.594
H -3.587 3.454 2.448
```

## Properties
* energy above the lowest of the compared OMol25 structures with the same formula, charge and spin: 0.000 eV
* calculated total energy: -101059.8940 eV
* orbital gap (alpha / beta): 4.1 / 6.5 eV
* net charge: -1
* spin multiplicity: 6
* highest occupied orbital energy (alpha / beta): -1.476 / -3.871 eV

[2]
# C3H4O5P

A molecular structure, C3H4O5P in a non-equilibrium geometry (the ωB97M-V functional and the def2-TZVPD basis, the OMol25 dataset).

Geometry as XYZ:
```
13
C3H4O5P, DFT the ωB97M-V functional and the def2-TZVPD basis
C -3.513 -0.137 -0.191
C 0.211 0.535 -0.489
C -0.801 -0.088 0.406
O -3.829 0.966 -0.168
O -3.517 -1.287 -0.257
O 0.967 -2.691 0.608
O 0.930 -0.611 -0.964
O -0.572 0.194 1.811
P 0.044 -1.710 -0.076
H -0.188 1.000 -1.321
H 1.014 1.208 -0.027
H -0.652 -2.258 -1.120
H 0.190 -0.319 2.108
```

## Properties
* energy above the lowest of the compared OMol25 structures with the same formula, charge and spin: 2.587 eV
* calculated total energy: -22702.4067 eV
* orbital gap: 6.6 eV
* net charge: -1
* highest occupied orbital energy: -3.034 eV

[3]
# C33H23Cl4FeN4O2S

A molecular structure, C33H23Cl4FeN4O2S (the ωB97M-V functional and the def2-TZVPD basis, the OMol25 dataset).

Geometry as XYZ:
```
68
C33H23Cl4FeN4O2S, DFT the ωB97M-V functional and the def2-TZVPD basis
Fe 0.166 -0.356 0.088
C 0.266 2.110 3.768
C 0.527 2.821 2.477
C 1.505 3.812 2.373
C 1.721 4.425 1.153
C 0.963 4.037 0.059
C 0.009 3.041 0.255
N -0.207 2.461 1.431
C -0.821 2.562 -0.883
C -1.200 3.458 -1.874
C -1.915 2.983 -2.958
C -2.222 1.639 -3.014
C -1.819 0.804 -1.972
N -1.146 1.265 -0.919
C -2.093 -0.661 -2.015
C -2.974 -1.180 -2.957
C -3.208 -2.542 -2.956
C -2.587 -3.316 -2.002
C -1.729 -2.733 -1.066
C -1.128 -3.613 -0.018
N -1.473 -1.416 -1.098
H 0.292 2.804 4.610
H 1.034 1.349 3.933
H -0.689 1.595 3.720
H 2.090 4.080 3.245
H 2.485 5.184 1.043
H 1.141 4.457 -0.920
H -0.940 4.503 -1.791
H -2.218 3.650 -3.755
H -2.744 1.244 -3.871
H -3.480 -0.547 -3.667
H -3.881 -2.985 -3.679
H -2.756 -4.383 -1.952
H -1.765 -4.488 0.120
H -1.020 -3.071 0.918
H -0.129 -3.925 -0.316
C 3.161 1.373 -0.011
C 3.001 0.429 1.139
C 4.175 0.092 1.866
C 4.091 -0.745 2.928
C 2.826 -1.243 3.323
C 2.679 -2.063 4.465
C 1.427 -2.473 4.833
C 0.306 -2.091 4.086
C 0.401 -1.308 2.949
S -0.991 -0.821 2.046
C 1.706 -0.873 2.553
N 1.826 -0.063 1.447
H 3.825 2.188 0.283
H 2.209 1.765 -0.351
H 3.617 0.859 -0.861
H 5.121 0.508 1.545
H 4.971 -1.031 3.494
H 3.561 -2.347 5.025
H 1.293 -3.103 5.705
H -0.679 -2.422 4.393
Cl 4.593 -1.436 -4.904
C 3.583 -1.649 -3.510
C 3.602 -2.829 -2.799
Cl 4.635 -4.134 -3.290
C 2.783 -2.979 -1.667
Cl 2.795 -4.459 -0.753
C 1.941 -1.960 -1.230
O 1.164 -2.038 -0.195
C 1.917 -0.731 -1.981
O 1.122 0.206 -1.548
C 2.739 -0.605 -3.093
Cl 2.688 0.903 -3.960
```

## Properties
* energy above the lowest of the compared OMol25 structures with the same formula, charge and spin: 0.649 eV
* calculated total energy: -139967.1648 eV
* orbital gap (alpha / beta): 5.9 / 5.9 eV
* net charge: -1
* highest occupied orbital energy (alpha / beta): -3.579 / -3.595 eV

[4]
# C24H19BrN5O6Tc

A molecular structure, C24H19BrN5O6Tc in a non-equilibrium geometry (the ωB97M-V functional and the def2-TZVPD basis, the OMol25 dataset).

Geometry as XYZ:
```
56
C24H19BrN5O6Tc, DFT the ωB97M-V functional and the def2-TZVPD basis
Tc -0.153 -0.207 -0.440
Br 1.749 -5.233 4.647
C 1.644 -3.828 3.384
C 2.709 -3.627 2.488
C 2.657 -2.614 1.569
C 1.536 -1.756 1.474
O 1.540 -0.772 0.633
C 0.454 -1.989 2.383
C -0.688 -1.157 2.388
N -1.017 -0.333 1.432
C -2.086 0.577 1.589
C -3.112 0.516 2.505
C -4.113 1.500 2.514
C -4.088 2.546 1.632
C -3.052 2.642 0.679
C -2.956 3.677 -0.277
C -1.932 3.657 -1.189
C -1.014 2.606 -1.172
N -1.068 1.616 -0.292
C -2.065 1.638 0.653
C 0.546 -3.020 3.342
H 3.567 -4.284 2.537
H 3.472 -2.450 0.876
H -1.304 -1.198 3.284
H -3.178 -0.301 3.211
H -4.921 1.417 3.228
H -4.862 3.303 1.645
H -3.695 4.468 -0.286
H -1.831 4.430 -1.937
H -0.223 2.549 -1.908
H -0.275 -3.177 4.031
N -1.070 -4.257 -1.301
C -0.911 -2.938 -1.309
O -0.046 -2.394 -0.597
C -1.793 -2.071 -2.138
C -2.038 -0.797 -1.331
H -0.442 -4.830 -0.759
H -1.728 -4.710 -1.910
H -2.714 -2.581 -2.423
H -1.231 -1.817 -3.041
H -2.784 -0.981 -0.553
H -2.422 -0.014 -1.984
O 5.311 3.331 -3.136
C 4.365 2.376 -3.307
O 4.223 1.869 -4.372
C 3.560 2.053 -2.090
C 3.775 2.527 -0.811
N 2.792 2.044 -0.032
N 1.939 1.283 -0.711
C 2.381 1.256 -1.957
C 1.589 0.383 -2.893
O 1.925 0.078 -4.001
O 0.513 -0.035 -2.278
H 5.342 3.698 -2.248
H 4.552 3.149 -0.395
H 2.668 2.182 0.955
```

## Properties
* energy above the lowest of the compared OMol25 structures with the same formula, charge and spin: 1.149 eV
* calculated total energy: -117168.5144 eV
* orbital gap (alpha / beta): 6.1 / 6.5 eV
* net charge: +1
* spin multiplicity: 2
* highest occupied orbital energy (alpha / beta): -10.684 / -10.975 eV